A 3-piece molecular cluster, C2H9NO2 overall at a distorted geometry. Source: OMol25; level of theory: ωB97M-V with the def2-TZVPD basis set.

Properties
Maximum force = 1.1 eV/A
Energy relative to the best compared isomer or geometry (same formula, charge and spin) = 12.33 kcal per mole
Multiplicity = 1
Structure (SMILES) = C=CN.O.O
Orbital gap = 9.34 eV

Atoms and positions in Å:
C: -0.097 -0.962 -0.107
C: -0.216 -0.026 0.851
N: 0.760 0.125 1.805
H: 0.869 -1.431 -0.252
H: -0.928 -1.315 -0.697
H: -1.086 0.589 1.032
H: 1.574 -0.457 1.740
H: 0.770 0.945 2.370
H: -2.365 1.307 -0.962
H: -2.525 -0.144 -0.604
O: -2.912 0.714 -0.412
H: 1.502 -0.341 -1.658
H: 2.374 0.835 -1.222
O: 2.280 0.161 -1.884